Density functional theory data (wB97M-V/def2-TZVPD) for C3H12N6 as an isolated structure at a distorted geometry.

```
! RIJCOSX wB97M-V def2-TZVPD def2/J DEFGRID3
* xyz 0 1
C 1.935 -0.737 -0.673
C 0.519 2.468 -0.376
N 0.299 1.081 -0.019
C -1.534 -0.251 0.418
N 1.090 -1.644 -1.201
N 2.169 -0.562 0.613
N -0.901 -1.050 1.389
N -2.883 -0.574 0.215
N -1.029 0.747 -0.198
H 2.352 -0.018 -1.367
H 0.454 -2.107 -0.565
H 0.701 -1.454 -2.111
H 1.187 0.479 0.702
H 1.903 -1.377 1.162
H -0.140 -0.546 1.833
H -1.552 -1.384 2.089
H -3.050 -1.561 0.067
H -3.275 -0.016 -0.531
H 0.008 3.180 0.287
H 0.156 2.655 -1.393
H 1.592 2.670 -0.343
*
```

The value obtained for the gap between HOMO and LUMO is 7.54 eV. The largest force on an atom comes out at 3.31 eV/A.

***

Density functional theory data (wB97M-V/def2-TZVPD) for a 2-piece molecular cluster, C3H12N7 overall.

```
! RIJCOSX wB97M-V def2-TZVPD def2/J DEFGRID3
* xyz 1 1
C -2.379 -1.326 0.404
C 1.975 -0.196 0.052
C -1.452 0.886 0.023
N -2.350 -1.650 -0.812
N 0.862 -0.017 0.663
N -1.978 -0.078 0.828
N 3.037 -0.904 0.527
N 2.153 0.365 -1.186
N -1.409 0.676 -1.270
N -1.172 2.067 0.573
H -2.725 -1.949 1.233
H -2.674 -2.580 -1.044
H 0.825 -0.523 1.542
H -1.958 0.091 1.823
H 3.790 -1.151 -0.091
H 2.902 -1.520 1.311
H 1.541 1.129 -1.404
H 3.105 0.489 -1.493
H -1.685 -0.286 -1.559
H -1.040 1.355 -1.913
H -1.132 2.175 1.573
H -0.731 2.791 0.029
*
```

The value obtained for the gap between HOMO and LUMO is 9.63 eV. The largest force on an atom comes out at 0.69 eV/A.

***

Density functional theory data (wB97M-V/def2-TZVPD) for a 2-piece molecular cluster, C3H12NO overall at a distorted geometry.

```
! RIJCOSX wB97M-V def2-TZVPD def2/J DEFGRID3
* xyz 1 1
C 1.118 0.004 -2.586
O 1.588 0.774 -1.478
H 2.415 1.237 -1.675
H 0.775 0.553 -3.459
H 0.297 -0.574 -2.188
H 1.910 -0.688 -2.873
C -0.404 0.275 0.933
C -1.184 -0.919 0.448
N -0.526 0.344 2.456
H 0.635 0.369 0.620
H -0.786 1.217 0.526
H -0.956 -1.216 -0.568
H -2.256 -0.734 0.476
H 0.266 0.880 2.811
H -1.362 0.882 2.676
H -0.566 -0.596 2.844
H -0.961 -1.809 1.037
*
```

The value obtained for the gap between HOMO and LUMO is 10.05 eV. The largest force on an atom comes out at 1.40 eV/A.

***

Density functional theory data (wB97M-V/def2-TZVPD) for a 2-piece molecular cluster, C3H12NO overall at a distorted geometry.

```
! RIJCOSX wB97M-V def2-TZVPD def2/J DEFGRID3
* xyz 1 1
C -0.166 -0.149 -0.005
C -0.069 0.865 1.166
C 0.810 2.055 0.859
N -1.514 -0.772 -0.141
H 0.103 0.288 -0.945
H 0.563 -0.950 0.046
H 0.326 0.259 1.983
H -1.101 0.967 1.532
H 1.538 2.245 1.624
H 1.185 2.024 -0.165
H 0.214 2.977 0.799
H -1.961 -0.859 0.773
H -2.147 -0.223 -0.731
H -1.474 -1.712 -0.541
H 1.118 -3.091 -1.859
H 1.692 -1.752 -2.357
O 0.883 -2.173 -2.037
*
```

The value obtained for the gap between HOMO and LUMO is 11.80 eV. The largest force on an atom comes out at 2.44 eV/A.

***

Density functional theory data (wB97M-V/def2-TZVPD) for a 2-piece molecular cluster, C3H12NO2 overall at a distorted geometry.

```
! RIJCOSX wB97M-V def2-TZVPD def2/J DEFGRID3
* xyz 1 1
C -0.956 -0.388 -1.069
O -1.675 -0.685 0.161
C 0.329 0.415 -0.776
C 1.196 0.524 -2.039
N 1.202 -0.026 0.440
H -1.482 0.179 -1.791
H -0.873 -1.411 -1.381
H -2.601 -0.798 -0.065
H -0.053 1.308 -0.376
H 2.048 1.208 -1.907
H 1.640 -0.344 -2.607
H 0.552 0.948 -2.778
H 0.572 -0.110 1.160
H 2.011 0.668 0.588
H 1.647 -0.912 0.263
H 0.331 0.159 3.475
H -0.978 0.559 2.992
O -0.155 0.112 2.670
*
```

The value obtained for the gap between HOMO and LUMO is 11.32 eV. The largest force on an atom comes out at 4.97 eV/A.

***

Density functional theory data (wB97M-V/def2-TZVPD) for a 2-piece molecular cluster, C3H12NO2 overall at a distorted geometry.

```
! RIJCOSX wB97M-V def2-TZVPD def2/J DEFGRID3
* xyz 1 1
C 0.931 0.090 -0.755
C -0.028 0.622 0.278
C -0.541 2.023 -0.081
O -1.573 1.876 -1.017
N 1.191 -1.393 -0.521
H 0.578 0.179 -1.778
H 1.917 0.566 -0.746
H 0.395 0.572 1.272
H -0.910 -0.018 0.259
H 0.282 2.631 -0.482
H -0.813 2.522 0.840
H -2.177 2.624 -0.978
H 0.710 -1.964 -1.214
H 2.183 -1.580 -0.658
H 0.867 -1.690 0.419
H -0.774 -3.087 1.765
H 0.372 -2.553 2.633
O 0.005 -2.521 1.732
*
```

The value obtained for the gap between HOMO and LUMO is 10.55 eV. The largest force on an atom comes out at 1.12 eV/A.

***

Values for energy relative to the best compared isomer or geometry (same formula, charge and spin), kJ/mol, ordered as above
86.1, 60.9, 127.6, 94.3, 125.0, 48.4
Values for HOMO, eV, ordered as above
-6.701, -12.327, -13.721, -15.357, -14.502, -13.829